Run A
The following is a DFT calculation (ωB97M-V/def2-TZVPD) of one molecule with the formula C8H17ClN2Si.

XYZ file:
```
29
Properties=species:S:1:pos:R:3
C -0.90 -0.02 -0.42
C -0.15 0.72 0.48
C -3.23 -2.72 -0.10
C -1.41 -2.56 -1.73
C 3.23 1.42 0.44
C 1.80 1.20 2.46
C -2.41 -1.73 -0.96
C 1.86 1.91 1.11
N -1.85 -0.77 -0.05
N 0.77 1.62 0.14
Si 0.44 3.01 -1.05
Cl 2.21 3.61 -1.96
H -0.60 0.06 -1.43
H -0.36 0.54 1.58
H -3.92 -3.24 -0.87
H -2.51 -3.34 0.49
H -3.88 -2.31 0.61
H -0.89 -3.47 -1.10
H -0.58 -2.01 -2.12
H -1.89 -3.03 -2.56
H 3.79 1.13 1.32
H 3.03 0.60 -0.18
H 3.71 2.22 -0.10
H 1.99 0.13 2.38
H 0.85 1.32 2.96
H 2.51 1.72 3.06
H -3.14 -1.32 -1.66
H 1.65 3.00 1.31
H -0.13 2.30 -2.05
```

Values from the calculation:
Kohn-Sham gap (alpha / beta): 5.856 / 6.797 eV

Run B
The following is a DFT calculation (ωB97M-V/def2-TZVPD) of one molecule with the formula C8H17ClN2Si.

XYZ file:
```
29
Properties=species:S:1:pos:R:3
C 0.84 -0.36 -0.86
C -0.48 -0.76 -1.06
C 3.33 0.81 1.15
C 2.48 2.58 -0.22
C -1.64 -1.57 1.49
C -2.95 -2.46 -0.47
C 2.52 1.07 -0.09
C -2.48 -1.20 0.26
N 1.21 0.65 -0.02
N -1.65 -0.23 -0.56
Si -2.22 1.26 -1.28
Cl -2.90 2.68 -0.02
H 1.56 -0.82 -1.59
H -0.36 -1.72 -1.56
H 3.49 -0.16 1.57
H 4.27 1.26 0.93
H 2.99 1.44 1.94
H 2.40 3.07 0.78
H 1.64 2.84 -0.70
H 3.34 3.11 -0.68
H -2.36 -1.81 2.24
H -0.99 -2.44 1.24
H -1.05 -0.74 1.96
H -2.31 -3.30 -0.51
H -3.24 -2.15 -1.48
H -3.85 -2.93 0.05
H 3.04 0.62 -1.02
H -3.35 -0.72 0.62
H -1.31 1.97 -2.12
```

Values from the calculation:
Kohn-Sham gap (alpha / beta): 5.751 / 3.028 eV

On energetic grounds, run A is preferred over the next structure by 174.1 kJ/mol.